Density functional theory data (wB97M-V/def2-TZVPD) for a molecular structure, C35H44BaCl5N3PSSe2Te2.

Output
- net charge = -1
- energy above the lowest of the compared OMol25 structures with the same formula, charge and spin (kJ/mol) = 109.5

Geometry (Å):
Ba (0.1409, -0.2142, 0.0077)
Te (2.9156, 0.4140, -1.9770)
Te (4.0579, -1.6921, -0.6755)
Se (4.0885, 2.5351, -1.3052)
Se (2.1401, -2.5716, 0.7101)
Cl (-1.6027, -3.5561, -4.5823)
Cl (0.8448, 0.5144, -7.1429)
Cl (0.7412, 2.2399, -4.5716)
Cl (-1.7814, -1.8493, -1.9921)
Cl (-0.3001, -2.3807, -7.1629)
S (-2.1353, 0.3918, 5.0203)
P (2.2216, 3.4554, 2.4867)
N (-0.3139, 5.0794, -1.1557)
N (-0.6551, -0.4264, 3.0681)
N (-0.6510, 2.6371, -0.7617)
C (1.4224, -0.6705, 6.6407)
C (-4.7857, 0.6702, 0.3667)
C (-0.3654, -1.4373, -5.7187)
C (-0.9349, 4.8837, 0.1973)
C (3.7352, 2.4238, 2.5043)
C (3.4799, -2.8039, 6.7886)
C (1.5677, 3.0595, 4.1737)
C (-4.2190, 0.3172, 2.6705)
C (-3.4283, 0.7157, 0.0670)
C (0.7537, 2.8991, -1.0489)
C (2.8987, 5.1635, 2.7274)
C (3.3904, 0.9933, 2.1081)
C (1.3751, -1.1376, 4.2826)
C (4.0524, 5.3333, 3.7106)
C (-0.4665, 0.1220, -3.3324)
C (0.0778, 0.5798, -4.5137)
C (2.0439, -1.2018, 5.4923)
C (-0.9761, -1.1526, -3.4323)
C (-0.9446, -1.9593, -4.5653)
C (-2.4047, 0.5161, 1.0053)
C (3.4419, -1.8100, 5.6190)
C (-1.0756, 3.3609, 0.4267)
C (-5.1817, 0.4886, 1.6894)
C (3.8548, -2.5655, 4.3544)
C (-1.4746, 3.0377, -1.8927)
C (-1.2177, 4.5255, -2.2213)
C (0.0995, 3.4329, 4.3375)
C (-0.5252, -0.1235, 5.3953)
C (4.4485, -0.6825, 5.8807)
C (0.0975, -0.5707, 4.2278)
C (0.1499, -0.1414, -5.7011)
C (1.0325, 4.3949, -1.2030)
C (0.1463, -0.1503, 6.6140)
C (-1.8353, 0.0452, 3.3334)
C (-2.8675, 0.3118, 2.3144)
H (-0.2514, 3.2488, 5.3537)
H (1.8032, -1.5241, 3.3644)
H (-0.0733, 4.4906, 4.1155)
H (4.3226, 6.3849, 3.8239)
H (0.9996, 2.3837, -1.9708)
H (3.8008, 4.9521, 4.7009)
H (-0.7017, 4.6556, -3.1730)
H (-5.5329, 0.7709, -0.4137)
H (3.2062, 5.5087, 1.7359)
H (1.6956, 1.9813, 4.3152)
H (-2.1011, 3.0872, 0.6664)
H (-3.1541, 0.8463, -0.9800)
H (2.4282, 0.6802, 2.5252)
H (3.3043, -2.3215, 7.7503)
H (3.9158, -1.9234, 3.4778)
H (4.4609, 0.0206, 5.0482)
H (-0.2681, 5.3521, 0.9225)
H (2.0513, 5.7943, 3.0206)
H (4.1358, 0.2855, 2.4658)
H (4.4613, -3.2806, 6.8328)
H (4.4520, 2.8405, 1.7932)
H (-0.4376, 3.0682, 1.2580)
H (1.6327, 4.7933, -0.3860)
H (-4.5303, 0.1484, 3.6974)
H (-1.8910, 5.4082, 0.1848)
H (1.3945, 2.5192, -0.2523)
H (-0.1784, 6.0728, -1.3209)
H (3.1522, -3.3637, 4.1127)
H (5.4545, -1.0937, 5.9929)
H (-0.5316, 2.8451, 3.6674)
H (4.8393, -3.0140, 4.5054)
H (2.7283, -3.5840, 6.6582)
H (3.3587, 0.8944, 1.0234)
H (2.1788, 3.5428, 4.9410)
H (4.9378, 4.7989, 3.3682)
H (-6.2321, 0.4556, 1.9519)
H (-0.3202, 0.2171, 7.5186)
H (1.4979, 4.6402, -2.1559)
H (-2.5213, 2.8694, -1.6424)
H (-1.2150, 2.4060, -2.7414)
H (1.9511, -0.6894, 7.5847)
H (-2.1236, 5.1324, -2.2106)
H (4.1801, 2.4619, 3.5038)
H (4.2031, -0.1306, 6.7903)



Density functional theory data (wB97M-V/def2-TZVPD) for 2 unconnected molecules or ions with the total composition C4H9O4 at a distorted geometry.

Output
- net charge = -1
- energy above the lowest of the compared OMol25 structures with the same formula, charge and spin (kJ/mol) = 171.6

Geometry (Å):
O (0.0473, 1.2660, -2.9604)
O (0.8798, 1.7181, -1.0055)
O (-0.8366, -0.5780, 1.8484)
O (1.0823, 1.8565, 1.4932)
C (0.2445, 1.0598, -1.7804)
C (-0.7334, 0.1736, -0.9958)
C (0.0721, -1.0587, -0.4043)
C (-0.3918, -1.6290, 0.9551)
H (0.7715, 1.6863, 0.5128)
H (1.7623, 2.5103, 1.5120)
H (0.2410, -2.4164, 1.4430)
H (-0.0435, 0.0271, 1.9653)
H (1.0551, -0.7653, -0.3112)
H (-1.4132, -2.2132, 0.7958)
H (0.1383, -1.9443, -1.0732)
H (-1.4448, -0.2884, -1.6299)
H (-1.4311, 0.5958, -0.3650)



Density functional theory data (wB97M-V/def2-TZVPD) for a molecular structure, C36H42N3O2RuSb at a distorted geometry.

Geometry (Å):
Sb (-1.4327, -2.0799, -1.7390)
Ru (-0.1554, -0.5813, 0.1820)
O (-0.2707, 2.7815, -2.2761)
O (-3.2433, -0.6842, 3.0420)
N (0.2262, 0.6216, -1.5771)
N (-1.5945, 0.7527, 0.2776)
N (-1.2526, -1.2181, 1.9706)
C (-0.8263, -0.3192, 4.7302)
C (-1.5009, 1.8178, -0.5191)
C (3.1146, -0.9589, -3.2909)
C (2.4675, -1.0493, -0.9105)
C (1.7908, 4.9601, -1.1816)
C (-3.2987, 1.7596, 1.5543)
C (-0.3332, 1.2681, -4.5152)
C (2.5500, 3.8098, -1.3545)
C (0.8810, 5.0162, -0.1389)
C (1.8536, 0.1963, -4.9339)
C (1.5836, 1.7096, 1.6922)
C (2.2135, -0.5586, -2.3126)
C (-3.2573, 2.8569, 0.7004)
C (-0.7147, -3.5297, 2.6680)
C (0.9057, 0.5881, -3.9856)
C (-2.4417, 0.7071, 1.3126)
C (-2.3586, -0.5056, 2.2066)
C (3.0775, 1.4217, 2.0401)
C (-3.0347, -1.0387, -2.6729)
C (-1.0424, -4.0445, 1.2985)
C (-2.3462, 2.8928, -0.3434)
C (1.5516, 2.8108, 0.6181)
C (-0.8485, -2.1668, 2.9747)
C (-0.2942, -4.4252, 3.6446)
C (0.9383, 2.1885, 3.0061)
C (-0.1462, -2.6598, 5.2369)
C (0.0098, -3.9971, 4.9263)
C (1.1192, 0.2682, -2.6278)
C (-2.4802, -3.9370, -1.6382)
C (0.7588, 3.9479, 0.7472)
C (-0.5940, -1.7407, 4.2897)
C (-0.3653, -2.6476, -3.4856)
C (0.9714, 0.4018, 1.3659)
C (-0.4298, 1.7880, -1.5750)
C (2.4301, 2.7548, -0.4655)
C (2.9651, -0.5567, -4.6069)
H (-1.8259, -0.2183, 5.1573)
H (3.5601, 2.3576, 2.3277)
H (3.2386, 3.7303, -2.1876)
H (1.3865, 3.1474, 3.2641)
H (2.7750, -0.2528, -0.2463)
H (-3.9682, 1.6978, 2.4012)
H (-2.6758, -0.1148, -3.1179)
H (-1.1720, -5.1295, 1.3144)
H (3.6760, -0.8623, -5.3650)
H (1.6844, 0.4791, -5.9681)
H (0.2547, 5.8902, -0.0081)
H (-1.9567, -3.5886, 0.9296)
H (0.0604, -2.3114, 6.2457)
H (-0.0960, -0.0201, 5.4857)
H (-1.8195, -4.7330, -1.2953)
H (0.3544, -4.7007, 5.6748)
H (-0.7727, 0.3702, 3.8899)
H (-0.4992, 0.9637, -5.5502)
H (-3.7912, -0.7959, -1.9248)
H (-2.8257, -4.1624, -2.6505)
H (3.2339, -1.8240, -0.8942)
H (0.0348, 4.0268, 1.5496)
H (-0.2284, -5.4789, 3.3951)
H (-3.9353, 3.6884, 0.8551)
H (1.2819, -0.3076, 2.1521)
H (3.1405, 0.7190, 2.8765)
H (3.0429, 1.8757, -0.6329)
H (3.6326, 0.9966, 1.2044)
H (1.5650, -1.5127, -0.4797)
H (-0.1426, 2.3100, 2.9259)
H (0.0192, -1.7812, -4.0193)
H (-2.2625, 3.7325, -1.0212)
H (-1.2172, 1.0140, -3.9347)
H (3.9504, -1.5919, -3.0088)
H (-1.0536, -3.2081, -4.1191)
H (-3.3382, -3.8745, -0.9663)
H (-3.4707, -1.6734, -3.4442)
H (0.4714, -3.2909, -3.2082)
H (-0.2465, 2.3517, -4.4715)
H (1.8909, 5.7917, -1.8687)
H (-0.2446, -3.8101, 0.5899)
H (1.1424, 1.4794, 3.8092)



Density functional theory data (wB97M-V/def2-TZVPD) for 6 unconnected molecules or ions with the total composition C25H63BClO10 at a distorted geometry.

Output
- net charge = -1

Geometry (Å):
Cl (3.2829, 1.9048, 6.2294)
O (3.0643, 1.1231, -3.6912)
O (-1.2708, 2.7877, -5.3883)
O (0.1247, -4.6791, 1.3570)
O (-2.7261, 4.4069, -7.3617)
O (-0.8674, -6.9642, 2.9166)
O (2.1525, -0.4747, 2.6925)
O (3.3748, 3.7931, -2.4871)
O (2.9170, -1.0306, -0.0855)
O (-3.0279, -1.9728, -0.7665)
O (-3.6232, -0.6780, -3.3455)
C (-1.9207, 3.2524, 6.4591)
C (-1.7097, -7.2475, 1.8130)
C (-0.7172, 3.9008, -6.0784)
C (3.4114, 0.1749, 2.8323)
C (1.4238, -0.0316, 1.5630)
C (2.0044, 2.0474, -3.4996)
C (3.6442, -2.1382, 0.4213)
C (-2.3191, -1.0389, -2.9067)
C (-1.5125, 1.6739, -6.2348)
C (0.4909, -6.7769, 2.5385)
C (2.4863, 3.4874, -3.5523)
C (1.5771, -0.9849, 0.3893)
C (4.7374, 3.7261, -2.8728)
C (-3.9157, 3.9562, -6.7326)
C (-1.4504, 2.4199, 5.2178)
C (-2.3426, -2.2463, -1.9825)
C (-0.2388, 0.6094, 6.6374)
C (1.0044, 0.6051, 7.6043)
C (-0.0951, 1.6851, 5.4976)
C (0.8469, -5.3049, 2.4097)
C (-1.7796, 4.9267, -6.4368)
C (3.5505, 0.5929, -2.4595)
C (-1.0156, -3.9675, 1.8212)
C (-4.1786, 0.3899, -2.5930)
C (-4.3673, -2.4389, -0.7776)
B (2.4299, 0.3333, 6.8505)
H (-0.1759, 3.5696, -6.9699)
H (-1.5665, -4.5211, 2.5834)
H (-2.7389, -7.0590, 2.1180)
H (-0.5771, 1.1334, -6.4132)
H (4.9449, 2.8578, -3.5006)
H (0.6833, -4.7795, 3.3545)
H (0.9585, -0.6238, -0.4409)
H (3.9295, 0.2771, 1.8743)
H (3.1812, -0.1449, 7.6770)
H (0.0054, 4.3676, -5.4022)
H (-1.8292, -0.1883, -2.4235)
H (-4.9063, -1.9276, 0.0200)
H (-1.2937, 5.7782, -6.9222)
H (0.6043, 2.4561, 5.8528)
H (3.6430, 1.3582, -1.6870)
H (-1.7916, 4.3349, 6.2765)
H (1.2271, -1.9877, 0.6549)
H (5.0193, 4.6398, -3.4076)
H (-1.3121, -2.5005, -1.7167)
H (-2.2109, 1.0095, -5.7257)
H (-1.4812, -6.6191, 0.9497)
H (4.7064, -1.9330, 0.2838)
H (-1.2253, 3.1566, 4.4154)
H (1.9092, -5.2229, 2.1616)
H (-2.7823, -3.1134, -2.4848)
H (-1.6119, -8.3016, 1.5316)
H (-2.2197, 1.7394, 4.8140)
H (-3.9893, 0.2814, -1.5236)
H (2.8822, -0.1909, -2.1111)
H (-5.2561, 0.3930, -2.7575)
H (-4.5635, 4.8092, -6.5051)
H (0.7063, -7.3126, 1.6084)
H (1.7219, 0.9847, 1.2856)
H (0.3682, -0.0034, 1.8529)
H (-1.6751, -3.7967, 0.9691)
H (2.3451, -0.4731, 5.9512)
H (-1.1580, 0.8148, 7.2372)
H (-2.9630, 3.0256, 6.7296)
H (1.2912, 1.8917, -4.3156)
H (-0.7076, -2.9982, 2.2253)
H (-1.7410, -1.2949, -3.7996)
H (-3.7116, 3.4000, -5.8162)
H (3.4566, -2.3010, 1.4838)
H (5.3381, 3.6506, -1.9666)
H (-0.4066, -0.3954, 6.1982)
H (3.2689, 1.1623, 3.2788)
H (1.1061, -7.2173, 3.3286)
H (4.0276, -0.4232, 3.5015)
H (-1.9474, 1.9711, -7.1911)
H (0.8424, -0.2564, 8.2934)
H (-3.7654, 1.3427, -2.9398)
H (-4.8679, -2.2309, -1.7249)
H (4.5352, 0.1608, -2.6407)
H (3.3839, -3.0433, -0.1391)
H (-2.2821, 5.2957, -5.5378)
H (1.4855, 1.8432, -2.5579)
H (-1.2437, 3.0081, 7.2971)
H (-4.4346, 3.2981, -7.4296)
H (0.9881, 1.5505, 8.1844)
H (2.9548, 3.7051, -4.5177)
H (1.6196, 4.1471, -3.4435)
H (-4.3888, -3.5165, -0.5822)
H (0.2451, 1.1405, 4.6035)



Number 1: calculated total energy -9929.3738 Ha. Number 2: calculated total energy -458.8021 Ha. Number 3: calculated total energy -2046.8688 Ha. Number 4: calculated total energy -2227.6032 Ha.